No. 1
Here is an isolated molecule of C5H10O from OMol25. Energies are from wB97M-V/def2-TZVPD.

Calculated values
Net charge: 0
HOMO-LUMO gap (eV): 9.3
Energy relative to the best compared isomer or geometry (same formula, charge and spin) (kJ/mol): 316.84
Energy (eV): -7391.482

Geometry as XYZ:
```
16
C5H10O | OMol25 | wB97M-V/def2-TZVPD
H 1.843 0.543 -0.854
H -1.648 -0.237 0.583
H 0.884 1.995 -0.572
H 0.523 -2.086 -0.538
H -1.692 1.666 -0.494
H 1.020 -0.379 1.386
H 2.192 1.583 0.538
H -0.003 1.036 1.558
O -0.844 0.106 -1.277
C 1.389 1.160 -0.073
C -0.685 -0.405 0.086
H -1.228 -2.383 -0.594
C 0.439 0.359 0.819
C -1.373 1.268 -1.505
C -0.428 -1.893 -0.032
H -0.387 -2.335 0.969
```

=====

No. 2
Here is a cluster of 2 separate species, C5H10O in total from OMol25. Energies are from wB97M-V/def2-TZVPD.

Calculated values
Net charge: 0
HOMO-LUMO gap (eV): 8.4
Energy relative to the best compared isomer or geometry (same formula, charge and spin) (kJ/mol): 470.15
Energy (eV): -7389.893

Geometry as XYZ:
```
16
C5H10O | OMol25 | wB97M-V/def2-TZVPD
H 2.924 -1.138 0.491
C 0.688 -1.064 0.449
C -2.382 0.798 0.083
H -2.024 -0.239 0.020
H 0.705 -1.421 1.479
H -0.168 -1.009 -1.396
H 0.031 1.573 -0.449
O 0.876 1.194 -0.729
C 2.110 -0.789 -0.135
H -1.867 1.323 0.894
H 2.223 -0.957 -1.201
C 1.325 0.358 0.272
H 1.547 0.828 1.230
H -3.452 0.780 0.301
H -2.227 1.315 -0.870
C -0.310 -1.553 -0.439
```

=====

No. 3
Here is an isolated molecule of C5H10O from OMol25. Energies are from wB97M-V/def2-TZVPD.

Calculated values
Net charge: 0
SMILES: OCC1CCC1
HOMO-LUMO gap (eV): 10.7
Energy relative to the best compared isomer or geometry (same formula, charge and spin) (kJ/mol): 238.94
Energy (eV): -7392.289

Geometry as XYZ:
```
16
C5H10O | OMol25 | wB97M-V/def2-TZVPD
H -1.363 0.822 -1.162
H -3.434 -0.096 -0.030
H 2.360 -0.665 -0.851
C -0.166 0.183 0.498
H 0.142 -1.273 -1.081
C 0.453 -1.144 -0.087
H 0.881 1.102 -1.189
C 1.156 0.864 -0.100
O -2.406 -0.570 0.013
C -1.569 0.541 -0.077
H 1.607 1.739 0.422
H -0.237 0.128 1.648
C 1.801 -0.388 0.036
H 2.312 -0.630 0.979
H 0.375 -2.030 0.507
H -1.913 1.417 0.474
```

=====

No. 4
Here is an isolated molecule of C5H10O from OMol25. Energies are from wB97M-V/def2-TZVPD.

Calculated values
Net charge: 0
SMILES: CC[C@@]1(C)CO1
HOMO-LUMO gap (eV): 10.2
Energy relative to the best compared isomer or geometry (same formula, charge and spin) (kJ/mol): 303.11
Energy (eV): -7391.624

Geometry as XYZ:
```
16
C5H10O | OMol25 | wB97M-V/def2-TZVPD
O -1.469 0.377 -0.985
H 2.216 -0.090 1.396
H 3.005 0.777 0.078
C -0.489 -0.201 -0.027
H 1.751 1.578 1.023
H -0.690 -2.376 -0.208
C 2.036 0.615 0.580
H -2.073 -1.675 -1.024
C -1.387 -1.561 -0.134
C 0.995 0.086 -0.441
H 0.911 0.848 -1.233
H -2.060 1.058 0.977
H -0.829 1.974 -0.043
C -1.269 1.019 0.231
H 1.415 -0.805 -0.911
H -2.062 -1.623 0.721
```

=====

No. 5
Here is an isolated molecule of C5H10O from OMol25. Energies are from wB97M-V/def2-TZVPD.

Calculated values
Net charge: 0
SMILES: C[C@H]1CCOC1
HOMO-LUMO gap (eV): 10.5
Energy relative to the best compared isomer or geometry (same formula, charge and spin) (kJ/mol): 53.68
Energy (eV): -7394.209

Geometry as XYZ:
```
16
C5H10O | OMol25 | wB97M-V/def2-TZVPD
H 2.499 -0.584 -0.518
H -0.211 0.407 -1.661
C -1.887 -0.338 0.286
H -2.308 -0.360 1.301
H 0.477 0.457 2.123
H -0.091 -1.404 0.787
H -0.241 1.632 0.979
H 0.393 -1.259 -1.591
C 0.352 -0.313 -1.055
H -2.197 0.604 -0.182
H 2.234 0.956 -1.387
H -2.344 -1.157 -0.281
O 1.598 0.899 0.522
C -0.359 -0.449 0.311
C 0.319 0.690 1.070
C 1.765 0.220 -0.703
```

=====

No. 6
Here is a cluster of 2 separate species, C5H10O in total from OMol25. Energies are from wB97M-V/def2-TZVPD.

Calculated values
Net charge: 0
SMILES: C=CCC=C.O
HOMO-LUMO gap (eV): 10.3
Energy relative to the best compared isomer or geometry (same formula, charge and spin) (kJ/mol): 244.08
Energy (eV): -7392.236

Geometry as XYZ:
```
16
C5H10O | OMol25 | wB97M-V/def2-TZVPD
H 0.132 2.670 1.820
H -1.938 -5.952 -2.515
H -1.051 1.503 -0.207
C 0.651 1.879 1.245
H 0.172 2.570 -2.083
H 0.296 0.651 3.043
H -2.184 -4.504 -3.191
C 0.365 0.505 1.964
C 0.662 2.135 -1.197
H 1.715 2.113 1.173
H 0.941 -0.663 0.300
H 0.161 -1.486 1.781
C 0.596 -0.621 1.304
C -0.013 1.778 -0.089
O -2.188 -5.040 -2.364
H 1.686 2.462 -0.982
```

=====

No. 7
Here is a cluster of 2 separate species, C5H10O in total from OMol25. Energies are from wB97M-V/def2-TZVPD.

Calculated values
Net charge: 0
SMILES: C[C@H]1CCC1=O.[H][H]
HOMO-LUMO gap (eV): 10.5
Energy relative to the best compared isomer or geometry (same formula, charge and spin) (kJ/mol): 165.20
Energy (eV): -7393.053

Geometry as XYZ:
```
16
C5H10O | OMol25 | wB97M-V/def2-TZVPD
C -1.128 -0.083 0.815
H 2.681 1.680 1.126
H -2.039 -0.611 0.520
C 0.035 -1.018 1.240
H -1.035 -0.890 -1.928
H 2.830 1.103 0.682
H -0.169 -2.093 1.206
H -1.761 0.727 -1.978
C -0.301 0.448 -0.390
H -0.094 0.476 -2.543
C -0.832 0.179 -1.792
C 0.816 -0.511 0.029
H 0.512 -0.784 2.197
H -0.004 1.499 -0.282
O 1.877 -0.797 -0.458
H -1.388 0.677 1.556
```

=====

No. 8
Here is an isolated molecule of C5H10O from OMol25. Energies are from wB97M-V/def2-TZVPD.

Calculated values
Net charge: 0
SMILES: CC[C@H]1C[C@H]1O
HOMO-LUMO gap (eV): 8.9
Energy relative to the best compared isomer or geometry (same formula, charge and spin) (kJ/mol): 345.61
Energy (eV): -7391.183

Geometry as XYZ:
```
16
C5H10O | OMol25 | wB97M-V/def2-TZVPD
C 1.461 0.530 0.905
C -1.639 0.035 -0.626
H 0.865 1.424 0.720
C -0.715 -0.643 0.339
C -0.345 -0.114 -1.273
H 0.365 -0.807 2.256
H 2.038 0.345 -0.005
O 0.288 1.104 -1.594
H 1.006 -1.568 0.837
H -0.389 1.799 -1.657
H -2.107 1.014 -0.579
H -1.250 -1.563 0.630
H 0.050 -0.876 -1.928
C 0.534 -0.632 1.185
H 2.141 0.711 1.735
H -2.302 -0.759 -0.945
```